Entry 1:
Molecular formula: C41H79ClN5O6
Method: DFT, ωB97M-V/def2-TZVPD

Each line ends with the Mulliken charge.
Element x y z (Å)
1 C 0.109 4.900 2.144  -0.327
2 C -0.611 5.505 1.387  -0.198
3 C -1.544 6.311 0.556  -0.583
4 C -0.914 6.613 -0.824  -0.466
5 C -1.268 5.525 -1.862  -0.813
6 N -0.568 4.311 -1.430  0.278
7 C -1.193 3.197 -1.077  0.200
8 N -2.533 2.998 -1.089  -0.604
9 C -2.671 1.760 -0.627  -0.192
10 C -4.095 1.237 -0.473  1.253
11 C -4.991 2.062 -1.447  -1.749
12 C -4.273 -0.268 -0.859  -1.162
13 C -4.850 -1.020 0.389  -0.706
14 N -1.524 1.176 -0.332  -0.018
15 C -1.314 -0.156 0.224  0.000
16 C -0.310 -0.995 -0.620  -1.065
17 C 0.824 -1.523 0.298  -0.502
18 N 2.018 -1.914 -0.480  -0.511
19 N -0.585 2.107 -0.640  0.585
20 C 0.862 2.007 -0.483  -1.205
21 C 1.550 1.973 -1.877  -0.854
22 C 2.691 3.013 -1.958  -0.275
23 Cl 4.138 2.368 -2.819  -0.216
24 H 0.652 4.242 2.779  0.461
25 H -2.472 5.735 0.470  0.285
26 H -1.741 7.214 1.139  0.403
27 H 0.172 6.640 -0.684  0.089
28 H -1.261 7.582 -1.193  0.456
29 H -0.987 5.819 -2.874  0.405
30 H -2.347 5.387 -1.781  0.381
31 H 0.437 4.389 -1.416  -0.164
32 H -4.445 1.418 0.548  0.392
33 H -5.953 1.553 -1.558  0.498
34 H -4.515 2.038 -2.431  0.447
35 H -5.138 3.090 -1.120  0.289
36 H -5.047 -0.352 -1.623  0.497
37 H -3.340 -0.724 -1.194  0.503
38 H -5.885 -0.688 0.489  0.272
39 H -4.327 -0.626 1.272  -0.013
40 H -4.743 -2.102 0.320  0.277
41 H -0.816 -0.014 1.192  0.203
42 H -2.233 -0.689 0.440  0.428
43 H -0.795 -1.838 -1.119  0.422
44 H 0.177 -0.396 -1.397  0.191
45 H 0.405 -2.354 0.879  0.464
46 H 1.126 -0.751 1.020  0.363
47 H 2.242 -2.878 -0.221  0.106
48 H 2.792 -1.391 -0.082  0.242
49 H 1.201 2.870 0.104  0.539
50 H 1.139 1.118 0.083  0.151
51 H 1.971 0.996 -2.128  0.752
52 H 0.810 2.217 -2.645  0.405
53 H 2.347 3.859 -2.560  0.100
54 H 2.944 3.410 -0.972  0.344
55 C 4.235 -6.919 -1.429  -0.511
56 C 4.175 -6.116 -2.719  -0.585
57 C 3.021 -5.167 -2.444  -0.331
58 O 3.009 -4.926 -1.028  -0.259
59 C 3.888 -5.866 -0.390  -0.531
60 H 5.199 -7.391 -1.249  0.348
61 H 3.469 -7.699 -1.441  0.219
62 H 5.101 -5.551 -2.848  0.280
63 H 4.021 -6.725 -3.608  0.330
64 H 2.060 -5.618 -2.717  0.143
65 H 3.122 -4.220 -2.975  0.296
66 H 4.781 -5.324 -0.061  0.305
67 H 3.395 -6.288 0.487  0.293
68 C 7.436 2.117 -0.697  -0.268
69 C 8.327 0.903 -0.481  -0.541
70 C 8.694 1.045 0.988  -0.458
71 O 7.585 1.692 1.626  -0.432
72 C 6.698 2.202 0.629  -0.180
73 H 6.766 2.025 -1.550  0.103
74 H 8.052 3.009 -0.840  0.278
75 H 7.752 -0.013 -0.637  0.254
76 H 9.197 0.873 -1.136  0.344
77 H 9.577 1.678 1.119  0.268
78 H 8.882 0.085 1.471  0.277
79 H 5.797 1.574 0.622  0.104
80 H 6.407 3.222 0.887  0.257
81 C -7.674 -3.626 3.699  -0.515
82 C -8.931 -2.801 3.464  -0.543
83 C -8.480 -1.852 2.365  -0.475
84 O -7.496 -2.553 1.593  -0.342
85 C -7.111 -3.744 2.292  -0.304
86 H -7.862 -4.593 4.163  0.364
87 H -6.979 -3.071 4.336  0.182
88 H -9.734 -3.445 3.097  0.254
89 H -9.290 -2.283 4.352  0.338
90 H -8.007 -0.956 2.784  0.267
91 H -9.298 -1.542 1.715  0.313
92 H -7.541 -4.601 1.764  0.279
93 H -6.024 -3.838 2.279  0.204
94 C -0.769 -7.297 -1.922  -0.594
95 C -0.230 -6.470 -0.763  0.107
96 C -1.479 -6.263 0.080  -0.346
97 O -2.305 -7.410 -0.122  -0.430
98 C -1.799 -8.173 -1.224  -0.497
99 H -0.006 -7.872 -2.446  0.353
100 H -1.262 -6.644 -2.647  0.293
101 H 0.506 -7.051 -0.203  0.051
102 H 0.237 -5.534 -1.069  0.041
103 H -2.038 -5.378 -0.250  0.175
104 H -1.257 -6.156 1.144  0.260
105 H -1.340 -9.083 -0.824  0.261
106 H -2.622 -8.459 -1.879  0.304
107 C -1.322 -1.936 5.421  -0.626
108 C -2.515 -1.041 5.116  -0.495
109 C -1.977 -0.175 3.989  -0.309
110 O -1.023 -0.975 3.274  -0.271
111 C -0.735 -2.158 4.037  -0.460
112 H -1.586 -2.865 5.923  0.363
113 H -0.607 -1.400 6.050  0.265
114 H -3.351 -1.647 4.757  0.153
115 H -2.859 -0.460 5.970  0.373
116 H -1.456 0.706 4.378  0.305
117 H -2.760 0.159 3.304  0.113
118 H -1.210 -3.008 3.536  0.251
119 H 0.343 -2.325 4.057  0.283
120 C 4.048 8.071 -3.601  -0.568
121 C 4.435 8.144 -2.130  -0.591
122 C 3.179 7.629 -1.445  -0.447
123 O 2.570 6.696 -2.354  -0.314
124 C 3.202 6.810 -3.635  -0.480
125 H 4.900 8.030 -4.278  0.334
126 H 3.439 8.937 -3.871  0.278
127 H 5.270 7.466 -1.933  0.268
128 H 4.721 9.140 -1.799  0.343
129 H 2.464 8.438 -1.262  0.272
130 H 3.390 7.132 -0.498  0.317
131 H 3.823 5.919 -3.781  0.276
132 H 2.443 6.837 -4.419  0.309

Calculated values
Net charge: +1

***

Entry 2:
Molecular formula: C41H83AlClF3O36P
Method: DFT, ωB97M-V/def2-TZVPD

Each line ends with the Mulliken charge.
Element x y z (Å)
1 C 9.396 -4.768 -0.942  -0.188
2 O 10.558 -4.087 -1.377  -0.464
3 C 10.336 -3.028 -2.298  0.989
4 C 11.345 -1.916 -2.066  -1.240
5 C 10.881 -0.632 -1.324  -0.647
6 Al 9.034 -0.534 -0.502  -0.588
7 C 7.870 0.683 -1.654  -1.001
8 C 6.708 -0.147 -2.156  -0.240
9 O 5.849 -0.439 -1.051  -0.325
10 C 4.880 -1.387 -1.335  -0.816
11 C 5.308 -2.811 -1.008  1.012
12 F 6.298 -3.271 -1.793  -0.102
13 F 4.225 -3.616 -1.268  -0.330
14 F 5.648 -2.958 0.303  -0.245
15 P 9.033 0.466 1.676  0.307
16 O 7.425 0.257 2.117  -0.474
17 Cl 10.058 -0.891 2.947  -0.419
18 H 9.293 -4.640 0.131  0.299
19 H 8.499 -4.415 -1.435  -0.110
20 H 9.524 -5.832 -1.122  0.257
21 H 9.308 -2.686 -2.261  -0.596
22 H 10.495 -3.432 -3.306  0.153
23 H 11.766 -1.644 -3.030  0.280
24 H 12.166 -2.366 -1.519  0.319
25 H 10.986 0.206 -2.008  0.457
26 H 11.595 -0.427 -0.528  0.441
27 H 8.343 -1.979 -0.320  -0.021
28 H 7.441 1.510 -1.093  0.383
29 H 8.442 1.058 -2.493  0.531
30 H 7.079 -1.054 -2.632  0.010
31 H 6.126 0.386 -2.914  0.473
32 H 4.022 -1.197 -0.697  0.302
33 H 4.530 -1.351 -2.367  0.367
34 H 7.069 -0.475 1.601  0.256
35 C -1.449 -0.387 0.420  -0.696
36 O -0.264 -0.996 -0.088  -0.334
37 C 0.166 -2.034 0.631  0.715
38 O -0.363 -2.467 1.620  -0.554
39 O 1.275 -2.495 0.066  -0.221
40 C 1.870 -3.611 0.737  -0.415
41 H -1.687 0.437 -0.248  0.326
42 H -2.276 -1.095 0.428  0.323
43 H -1.281 0.001 1.423  0.280
44 H 1.187 -4.459 0.755  0.363
45 H 2.153 -3.341 1.753  0.336
46 H 2.756 -3.871 0.175  -0.063
47 C -5.035 4.794 -0.925  -0.679
48 O -3.988 3.957 -0.417  -0.321
49 C -3.264 4.512 0.550  0.818
50 O -3.420 5.619 0.994  -0.593
51 O -2.351 3.630 0.944  -0.245
52 C -1.491 4.093 1.991  -0.726
53 H -5.536 4.217 -1.696  0.229
54 H -5.744 5.041 -0.138  0.277
55 H -4.622 5.703 -1.359  0.366
56 H -2.066 4.329 2.883  0.323
57 H -0.927 4.964 1.666  0.318
58 H -0.807 3.277 2.204  0.210
59 C -10.063 1.186 1.187  -0.688
60 O -8.757 0.638 1.394  -0.308
61 C -7.768 1.528 1.332  0.728
62 O -7.893 2.705 1.125  -0.552
63 O -6.621 0.887 1.534  -0.331
64 C -5.471 1.737 1.495  -0.550
65 H -10.768 0.364 1.268  0.144
66 H -10.295 1.924 1.950  0.377
67 H -10.141 1.630 0.197  0.370
68 H -5.526 2.491 2.278  0.306
69 H -5.377 2.211 0.523  0.228
70 H -4.607 1.102 1.667  0.264
71 C -9.925 -1.998 -0.458  -0.582
72 O -11.057 -2.720 0.045  -0.318
73 C -11.637 -3.518 -0.840  0.892
74 O -11.297 -3.671 -1.984  -0.576
75 O -12.677 -4.110 -0.253  -0.341
76 C -13.401 -5.002 -1.101  -0.600
77 H -9.555 -1.392 0.359  0.106
78 H -9.141 -2.683 -0.775  0.376
79 H -10.220 -1.355 -1.286  0.287
80 H -12.760 -5.812 -1.444  0.302
81 H -13.817 -4.470 -1.955  0.243
82 H -14.208 -5.407 -0.498  0.234
83 C 10.120 7.666 -0.175  -0.621
84 O 9.468 7.187 0.998  -0.341
85 C 9.275 5.859 1.003  0.752
86 O 9.603 5.111 0.124  -0.537
87 O 8.667 5.538 2.134  -0.324
88 C 8.393 4.133 2.294  -0.605
89 H 10.213 8.742 -0.053  0.206
90 H 11.109 7.223 -0.275  0.290
91 H 9.527 7.449 -1.062  0.291
92 H 9.308 3.548 2.300  0.320
93 H 7.733 3.777 1.507  0.298
94 H 7.896 4.029 3.254  0.248
95 C 9.819 -0.230 -7.498  -0.684
96 O 8.991 -0.612 -6.402  -0.267
97 C 8.742 -1.918 -6.333  0.746
98 O 9.141 -2.751 -7.104  -0.579
99 O 7.978 -2.136 -5.270  -0.191
100 C 7.631 -3.506 -5.057  -0.509
101 H 9.936 0.848 -7.428  0.225
102 H 10.794 -0.708 -7.429  0.296
103 H 9.346 -0.485 -8.445  0.297
104 H 8.524 -4.107 -4.897  0.303
105 H 7.061 -3.895 -5.899  0.409
106 H 7.018 -3.524 -4.161  -0.071
107 C 8.091 -2.211 9.657  -0.635
108 O 7.576 -2.339 8.336  -0.324
109 C 7.791 -1.265 7.563  0.770
110 O 8.353 -0.262 7.916  -0.544
111 O 7.274 -1.506 6.371  -0.289
112 C 7.436 -0.442 5.414  -0.512
113 H 7.851 -3.139 10.169  0.213
114 H 9.170 -2.073 9.640  0.289
115 H 7.621 -1.377 10.176  0.288
116 H 8.488 -0.251 5.226  0.202
117 H 6.942 0.461 5.767  0.292
118 H 6.970 -0.776 4.495  0.219
119 C -5.981 11.925 0.830  -0.627
120 O -5.737 11.077 1.951  -0.329
121 C -5.679 9.778 1.648  0.789
122 O -5.819 9.310 0.550  -0.546
123 O -5.448 9.103 2.766  -0.330
124 C -5.350 7.682 2.588  -0.560
125 H -6.002 12.940 1.216  0.212
126 H -5.184 11.831 0.095  0.297
127 H -6.939 11.690 0.370  0.289
128 H -4.527 7.429 1.930  0.307
129 H -6.283 7.284 2.193  0.276
130 H -5.165 7.263 3.572  0.262
131 C -12.859 -2.186 -4.353  -0.368
132 O -13.856 -1.239 -4.761  -0.350
133 C -13.624 0.002 -4.349  0.803
134 O -12.691 0.365 -3.683  -0.550
135 O -14.610 0.781 -4.795  -0.339
136 C -14.484 2.153 -4.420  -0.601
137 H -13.170 -3.150 -4.743  0.268
138 H -11.888 -1.924 -4.768  0.298
139 H -12.796 -2.238 -3.272  0.040
140 H -13.569 2.580 -4.825  0.292
141 H -14.496 2.259 -3.337  0.274
142 H -15.343 2.663 -4.845  0.213
143 C 7.693 -10.850 -1.631  -0.631
144 O 6.633 -10.002 -2.071  -0.353
145 C 6.740 -8.740 -1.646  0.723
146 O 7.621 -8.308 -0.956  -0.523
147 O 5.703 -8.056 -2.119  -0.350
148 C 5.690 -6.674 -1.746  -0.494
149 H 7.485 -11.834 -2.042  0.212
150 H 8.651 -10.494 -2.003  0.300
151 H 7.716 -10.906 -0.544  0.292
152 H 6.574 -6.165 -2.125  0.201
153 H 5.639 -6.574 -0.663  0.318
154 H 4.807 -6.225 -2.188  0.286
155 C -13.745 1.349 5.702  -0.618
156 O -14.668 0.695 4.828  -0.335
157 C -14.236 0.566 3.577  0.817
158 O -13.176 0.944 3.155  -0.522
159 O -15.177 -0.056 2.872  -0.325
160 C -14.830 -0.278 1.501  -0.556
161 H -14.223 1.384 6.676  0.211
162 H -12.817 0.785 5.771  0.295
163 H -13.541 2.360 5.358  0.288
164 H -13.946 -0.908 1.425  0.241
165 H -14.660 0.668 0.991  0.291
166 H -15.679 -0.786 1.053  0.212

Calculated values
Net charge: -1

***

Gap between HOMO and LUMO across the listed records, respectively: 0.3425, 0.2001 Eh.
E_HOMO across the listed records, respectively: -0.4039, -0.1581 Eh.
LUMO energy across the listed records, respectively: -1.671, 1.143 eV.